The following is a DFT calculation (ωB97M-V/def2-TZVPD) of a single C3H3NO2 molecule at a distorted geometry.

Calculated values
LUMO level: 0.74 eV
Spin multiplicity: 1
Strongest force on any atom: 6.992 eV/A
M: 85.062 g mol⁻¹
Energy above the lowest of the compared OMol25 structures with the same formula, charge and spin: 90.1 kcal per mole
Energy: -8741.223 eV

Each line ends with the Löwdin charge.
Element x y z (Å)
O (2.4171, -0.1365, -0.0581)  0.090
C (1.2163, -0.3188, -0.0418)  -0.479
C (0.2873, 0.8513, 0.1142)  -0.028
C (-0.8834, 0.4474, -0.1099)  -0.070
N (-0.7627, -0.9871, -0.1096)  -0.004
O (0.4860, -1.4115, -0.0158)  0.112
H (0.5225, 1.9401, -0.1238)  0.149
H (-1.9227, 0.9404, -0.1337)  0.165
H (-1.3605, -1.3253, 0.4785)  0.065

Forces on atoms 1 to 2 (eV/Å):
O -0.76 -1.94 -0.45
C 2.72 5.02 1.60



The following is a DFT calculation (ωB97M-V/def2-TZVPD) of C32H26N6PRuSe3Te as an isolated structure at a distorted geometry.

Calculated values
LUMO level (spin up / spin down): 0.04 / -1.16 eV
Spin multiplicity: 6
Strongest force on any atom: 4.321 eV/A
M: 991.126 g mol⁻¹
Energy above the lowest of the compared OMol25 structures with the same formula, charge and spin: 58.4 kcal per mole
Energy: -257746.276 eV

Each line ends with the Mulliken spin population.
Element x y z (Å)
Ru (0.2749, -1.5141, -0.1100)  2.213
N (-2.2802, 0.1600, -3.1675)  0.054
C (-1.1960, -0.1076, -2.3354)  0.074
N (-1.2861, -1.0100, -1.4288)  -0.021
C (-2.4437, -1.7280, -1.1543)  0.281
N (-2.4594, -2.7243, -0.2913)  -0.202
N (-1.3181, -2.7973, 0.3911)  0.199
C (-1.1173, -3.6398, 1.3451)  0.233
C (0.1874, -3.7443, 1.8579)  0.090
C (0.7154, -4.6495, 2.7534)  0.043
C (1.9848, -4.6018, 3.2828)  0.009
C (2.8116, -3.5490, 2.9147)  0.139
C (2.3142, -2.6309, 1.9850)  -0.028
N (1.0303, -2.6907, 1.4745)  0.151
C (-3.6154, -1.4371, -1.9471)  -0.025
C (-4.7969, -2.2039, -1.8477)  0.048
C (-5.8946, -1.9277, -2.6059)  -0.024
C (-5.8333, -0.9069, -3.5822)  0.063
C (-4.6561, -0.1429, -3.7826)  -0.036
C (-3.4928, -0.4422, -2.9688)  0.074
H (-2.0972, 0.9689, -3.8858)  -0.007
H (-0.2456, 0.3434, -2.4839)  0.015
H (-1.8659, -4.4460, 1.4641)  0.018
H (0.0202, -5.4403, 3.0670)  0.003
H (2.3906, -5.3275, 3.9328)  -0.002
H (3.9022, -3.3857, 3.2155)  0.011
H (2.9070, -1.8482, 1.5022)  0.002
H (-4.9550, -3.0172, -1.1911)  -0.002
H (-6.8890, -2.4993, -2.5727)  0.002
H (-6.6708, -0.5543, -4.1330)  0.006
H (-4.6195, 0.6384, -4.5577)  -0.002
Se (1.1639, -3.1271, -2.0417)  0.313
Se (3.2649, -3.9571, -1.4967)  -0.003
Te (3.0294, -5.9821, -0.0940)  0.282
Se (2.7322, -7.9263, -1.5558)  0.726
N (1.2828, 0.0002, -0.3871)  0.237
P (1.0858, 1.4563, 0.3097)  0.033
C (-0.0295, 2.6098, -0.7199)  0.019
C (-1.3844, 2.6789, -0.6866)  -0.001
C (-2.1693, 3.3244, -1.7518)  0.000
C (-1.4392, 3.7634, -2.8835)  0.004
C (-0.0630, 3.6925, -2.9646)  -0.001
C (0.6604, 3.0730, -1.8782)  -0.006
C (0.4109, 1.4756, 1.9559)  -0.004
C (0.0030, 2.6467, 2.5944)  0.003
C (-0.3950, 2.6306, 3.9327)  0.009
C (-0.1824, 1.4450, 4.6379)  -0.003
C (0.3207, 0.2870, 4.0639)  0.004
C (0.6677, 0.3587, 2.7095)  -0.037
C (2.6567, 2.4289, 0.3166)  0.009
C (2.7641, 3.6770, 0.8996)  0.001
C (4.0329, 4.2645, 0.8325)  0.001
C (5.1588, 3.6317, 0.2940)  0.001
C (4.9971, 2.4443, -0.3727)  0.004
C (3.7265, 1.8486, -0.3514)  0.025
H (-1.8256, 2.2574, 0.2827)  -0.001
H (-3.2622, 3.4319, -1.5981)  0.000
H (-2.0156, 4.2186, -3.6895)  0.001
H (0.5164, 4.0651, -3.8248)  0.000
H (1.7159, 2.7766, -2.1015)  -0.005
H (-0.2430, 3.4744, 2.0415)  0.000
H (-0.6581, 3.5213, 4.5487)  0.000
H (-0.3552, 1.4012, 5.6859)  0.000
H (0.3471, -0.7018, 4.5680)  0.001
H (1.1513, -0.6022, 2.2373)  0.015
H (2.0066, 4.1379, 1.3803)  -0.001
H (4.1522, 5.1978, 1.2649)  0.000
H (6.0957, 4.1140, 0.3097)  0.000
H (5.8088, 1.9218, -0.8392)  0.000
H (3.4647, 0.8978, -0.7689)  -0.003

Forces on atoms 1 to 2 (eV/Å):
Ru -1.74 -2.12 -0.10
N 3.07 2.83 -1.13



The following is a DFT calculation (ωB97M-V/def2-TZVPD) of a single C3H7NO2 molecule at a distorted geometry.

Calculated values
LUMO level: 0.79 eV
Spin multiplicity: 1
Strongest force on any atom: 6.145 eV/A
M: 89.094 g mol⁻¹
Energy above the lowest of the compared OMol25 structures with the same formula, charge and spin: 107.5 kcal per mole
Energy: -8805.867 eV

Each line ends with the Löwdin charge.
Element x y z (Å)
C (0.8753, 1.7047, 0.4209)  0.017
C (-0.2623, 1.0911, 0.2013)  -0.187
C (-0.7580, -0.2614, 0.0703)  -0.380
O (-1.7691, -0.4707, -0.8472)  0.006
N (0.7012, -0.9915, -0.2973)  -0.038
O (0.5711, -2.3605, 0.1282)  -0.117
H (1.8076, 1.1715, 0.3303)  0.053
H (0.9084, 2.7628, 0.6294)  0.057
H (-1.3313, 1.6093, 0.4408)  0.156
H (-1.0668, -0.7093, 1.0186)  0.152
H (-1.5365, -0.0573, -1.6891)  0.105
H (0.7258, -1.0581, -1.3149)  0.096
H (1.1346, -2.4306, 0.9086)  0.080

Forces on atoms 1 to 2 (eV/Å):
C 0.57 -0.11 -0.44
C -5.20 2.69 1.87



> spin multiplicity of number 3 (C3H7NO2)?

1